{
  "formula": "C4H4N2O3",
  "method": "ωB97M-V/def2-TZVPD",
  "symbols": ["C", "C", "C", "C", "N", "N", "O", "O", "O", "H", "H", "H", "H"],
  "positions_angstrom": [[-2.78306, -0.66817, 0.00534], [-1.57061, 0.16758, -0.07627], [0.43366, 1.53568, 0.08297], [2.12832, -0.04076, 0.11847], [-0.36218, -0.60140, 0.04473], [0.71388, 0.27795, -0.01838], [-3.59750, -1.15086, 0.71414], [-2.45433, -0.37627, -1.23807], [0.74668, 2.67581, 0.24033], [2.25408, -0.91946, -0.58417], [2.73023, 0.96266, -0.02911], [2.18720, -0.37333, 1.23598], [-0.42638, -1.48943, -0.49595]],
  "nbo_charge": [0.7244, 0.0079, 0.8658, -0.4356, -0.4960, -0.2827, -0.5452, -0.5113, -0.4490, 0.2359, 0.2565, 0.2275, 0.4018],
  "charge": 0,
  "gap_ev": [7.96, 7.96],
  "homo_energy_ev": [-8.65, -8.65]
}

=====

{
  "formula": "C4H6F2",
  "method": "ωB97M-V/def2-TZVPD",
  "symbols": ["C", "C", "C", "C", "H", "H", "H", "H", "H", "H", "F", "F"],
  "positions_angstrom": [[-1.67947, 0.07603, 0.03581], [-0.14714, 0.58275, 0.27502], [0.79791, -0.13879, -0.62256], [1.79136, -0.77368, 0.13966], [-2.16403, 0.46225, -0.99368], [-2.42132, 0.37217, 1.05367], [0.18888, 0.63954, 1.32587], [0.68940, 0.09379, -1.70180], [2.65550, -1.21176, -0.35651], [2.01875, -0.61578, 1.21699], [-1.51813, -1.43079, -0.16917], [-0.21171, 1.94427, -0.20329]],
  "nbo_charge": [-0.0012, 0.1319, -0.2117, -0.3620, 0.2110, 0.1998, 0.1897, 0.2398, 0.1958, 0.2056, -0.4084, -0.3903],
  "charge": 0,
  "gap_ev": 11.01,
  "homo_energy_ev": -10.10,
  "smiles": "C=C[C@@H](F)CF"
}

=====

{
  "formula": "C16H24MnN7O4S",
  "method": "ωB97M-V/def2-TZVPD",
  "symbols": ["Mn", "O", "C", "O", "C", "C", "C", "C", "C", "N", "C", "O", "O", "H", "H", "H", "H", "C", "C", "N", "N", "C", "S", "N", "N", "H", "H", "H", "H", "H", "H", "C", "C", "N", "C", "C", "C", "C", "N", "H", "H", "H", "H", "H", "H", "H", "H", "H", "H", "H", "H", "H", "H"],
  "positions_angstrom": [[-0.35188, 1.00964, 0.03230], [2.51251, 0.22487, -3.02950], [1.76657, 0.57120, -2.01523], [0.56148, 0.78707, -2.07412], [2.48538, 0.71956, -0.72272], [3.83979, 0.60201, -0.50019], [4.31128, 0.84054, 0.79355], [3.43144, 1.19795, 1.79972], [2.07997, 1.29363, 1.49380], [1.64207, 1.04522, 0.26587], [0.97642, 1.70584, 2.46242], [1.24363, 2.01070, 3.58996], [-0.18865, 1.74776, 1.86534], [1.99122, 0.17994, -3.84932], [4.50861, 0.34491, -1.30931], [5.37013, 0.75728, 0.99969], [3.75057, 1.40860, 2.81185], [-1.78272, 6.12901, -0.07991], [-2.51099, 4.84621, 0.02795], [-3.76383, 4.68943, 0.30433], [-3.96921, 3.34248, 0.32100], [-2.87905, 2.65129, 0.03655], [-2.65705, 0.96185, -0.11638], [-1.93078, 3.59268, -0.14246], [-0.60887, 3.25146, -0.44906], [-2.48491, 6.93848, 0.10098], [-1.35332, 6.25763, -1.07446], [-0.98615, 6.18842, 0.66359], [-4.88875, 2.97990, 0.52921], [-0.00225, 3.66350, 0.25847], [-0.36799, 3.61197, -1.37008], [1.28605, -3.49124, 1.46622], [-0.23699, -3.51956, 1.47011], [-0.83860, -3.27269, 0.14922], [-1.42244, -4.45100, -0.51969], [-0.37014, -5.41899, -1.03144], [-0.84973, -2.05834, -0.38096], [-1.44688, -1.85000, -1.73987], [-0.34103, -1.01201, 0.25171], [1.65834, -3.68094, 2.47224], [1.68288, -2.52873, 1.13756], [1.68653, -4.25767, 0.80504], [-0.65434, -2.80667, 2.18758], [-0.58938, -4.49700, 1.79261], [-2.06152, -4.11955, -1.33122], [-2.07318, -4.93322, 0.21080], [0.29338, -4.93655, -1.75078], [-0.85685, -6.25724, -1.52782], [0.23472, -5.82642, -0.22174], [-2.51938, -2.04643, -1.71745], [-1.00301, -2.52721, -2.46894], [-1.29206, -0.82715, -2.06923], [-0.03099, -1.23240, 1.19220]],
  "mulliken_spin": [4.0286, 0.0033, -0.0035, 0.0265, 0.0107, 0.0003, 0.0089, -0.0042, 0.0117, -0.0849, 0.0016, 0.0150, 0.0770, -0.0012, 0.0004, -0.0004, -0.0002, 0.0003, -0.0012, -0.0006, -0.0011, 0.0189, -0.1255, -0.0116, 0.0250, -0.0001, -0.0002, 0.0001, -0.0003, 0.0017, 0.0033, 0.0008, 0.0017, 0.0157, -0.0031, 0.0023, 0.0012, 0.0078, -0.0559, -0.0002, 0.0016, 0.0001, -0.0019, 0.0001, 0.0005, -0.0004, 0.0000, -0.0003, 0.0000, -0.0001, 0.0012, 0.0040, 0.0265],
  "spin_multiplicity": 5,
  "charge": 2,
  "gap_ev": [7.14, 8.08],
  "homo_energy_ev": [-15.14, -15.21]
}

=====

{
  "formula": "C32H55N14OP2S",
  "method": "ωB97M-V/def2-TZVPD",
  "symbols": ["C", "P", "O", "C", "C", "C", "N", "C", "C", "P", "S", "H", "H", "H", "H", "H", "H", "H", "H", "H", "H", "H", "H", "H", "H", "H", "H", "C", "C", "N", "H", "H", "H", "C", "C", "N", "H", "H", "H", "C", "C", "N", "H", "H", "H", "C", "C", "N", "H", "H", "H", "C", "C", "N", "H", "H", "H", "C", "C", "N", "H", "H", "H", "C", "C", "N", "H", "H", "H", "C", "C", "N", "H", "H", "H", "C", "C", "N", "H", "H", "H", "C", "C", "N", "H", "H", "H", "C", "C", "N", "H", "H", "H", "C", "C", "N", "H", "H", "H", "C", "C", "N", "H", "H", "H"],
  "positions_angstrom": [[2.99368, -0.50864, -0.51439], [1.38951, 0.20702, -1.10186], [1.68300, 0.83242, -2.58175], [0.16392, -1.18548, -1.37442], [0.79399, -2.52657, -1.89145], [1.19733, -3.54120, -0.81243], [0.34193, -3.51033, 0.42453], [-0.95928, -2.82796, 0.24591], [-0.78737, -1.34603, -0.12382], [-2.46708, -0.73878, -0.60041], [-2.53054, 1.16590, -0.95498], [3.02770, -1.59373, -0.64292], [3.12808, -0.21542, 0.52866], [3.78525, -0.02871, -1.10012], [1.32748, 1.74883, -2.61868], [-0.48449, -0.82672, -2.18536], [1.72353, -2.26816, -2.41170], [0.13335, -2.93896, -2.65983], [1.09104, -4.54494, -1.23931], [2.24655, -3.46809, -0.52133], [0.88865, -3.14054, 1.20556], [0.13769, -4.47816, 0.67866], [-1.46914, -2.86047, 1.21668], [-1.60694, -3.34662, -0.46664], [-0.37986, -0.76229, 0.70957], [-3.41877, -1.04942, 0.38126], [-2.80575, -1.40675, -1.80487], [-5.51292, -2.65211, 2.66594], [-4.11580, -2.23200, 2.61026], [-3.02039, -1.88846, 2.56615], [-5.96456, -2.31030, 3.59044], [-6.05842, -2.22868, 1.82354], [-5.57608, -3.73583, 2.61924], [4.26713, -5.45080, 1.34853], [4.40136, -4.05507, 1.76669], [4.50659, -2.96183, 2.10286], [3.78683, -5.50151, 0.37204], [5.24739, -5.91817, 1.28143], [3.66489, -5.99749, 2.07275], [-0.29647, 5.00246, -4.03520], [-0.17666, 3.83867, -3.16422], [-0.08236, 2.92454, -2.47327], [0.68206, 5.44214, -4.20282], [-0.72358, 4.70383, -4.99162], [-0.95360, 5.74750, -3.57135], [-5.14070, -7.01719, 2.67592], [-5.95837, -6.25266, 1.73492], [-6.60422, -5.66378, 0.99225], [-5.63648, -7.95546, 2.91627], [-4.16975, -7.23135, 2.23343], [-4.99848, -6.44602, 3.59213], [-4.52478, 6.84136, -2.80372], [-3.22610, 7.08516, -3.42732], [-2.20609, 7.27675, -3.91786], [-5.04222, 6.04105, -3.32972], [-4.38583, 6.55322, -1.76340], [-5.12933, 7.74520, -2.84607], [3.40961, 3.43146, -2.44025], [4.20575, 4.40071, -1.68796], [4.78772, 5.19929, -1.09883], [3.52184, 2.44301, -2.00356], [2.35786, 3.71193, -2.41672], [3.74652, 3.40088, -3.47569], [8.17761, -8.16296, 2.64290], [7.05160, -7.96459, 1.73351], [6.16885, -7.80880, 1.01698], [8.48770, -7.20691, 3.06041], [7.88433, -8.82788, 3.45290], [9.01311, -8.60448, 2.10331], [1.99446, 8.92370, -1.27563], [2.93553, 7.83775, -1.00325], [3.67080, 6.97869, -0.78901], [2.54033, 9.82174, -1.56003], [1.32689, 8.63969, -2.08788], [1.40586, 9.13244, -0.38395], [2.99819, -2.34276, 5.50721], [2.57079, -3.42938, 6.38634], [2.23545, -4.28819, 7.06817], [2.36318, -1.47126, 5.65574], [4.02910, -2.07078, 5.72642], [2.93077, -2.66336, 4.46901], [-5.47132, 0.00041, -2.61263], [-6.27947, 0.75451, -3.56782], [-6.91369, 1.34634, -4.31738], [-5.96156, -0.94498, -2.37943], [-4.49053, -0.20077, -3.03865], [-5.34768, 0.57420, -1.69703], [-9.45363, -0.88565, 4.38486], [-8.53933, -2.01918, 4.50411], [-7.82576, -2.91268, 4.59791], [-8.90111, 0.00597, 4.09429], [-10.20883, -1.09926, 3.63095], [-9.94357, -0.70578, 5.33968], [6.47845, 0.15374, 2.60940], [6.47754, 0.66960, 3.97649], [6.47665, 1.06697, 5.05212], [6.15218, 0.92963, 1.91852], [7.48131, -0.16671, 2.33345], [5.80140, -0.69640, 2.53974], [0.70131, 9.80938, -5.99594], [0.82540, 8.65084, -5.11565], [0.92278, 7.74113, -4.42509], [1.68226, 10.24746, -6.16981], [0.27296, 9.50415, -6.94858], [0.05391, 10.55374, -5.53636]],
  "lowdin_charge": [-0.2419, 0.8721, -0.3467, -0.4440, -0.1579, -0.1163, 0.0743, -0.1805, -0.4743, 0.3781, 0.1743, -0.0010, 0.0292, 0.0452, -0.0381, 0.0778, 0.1164, 0.1184, 0.1350, 0.1004, 0.1880, 0.1815, 0.0856, 0.1384, 0.1066, -0.0437, -0.0015, -0.0613, -0.2454, 0.1261, 0.0379, 0.0934, 0.0490, -0.0730, -0.2638, 0.1447, 0.0739, 0.0262, 0.0898, -0.0785, -0.2068, 0.1294, 0.0458, 0.0931, 0.0185, -0.0643, -0.2909, 0.1367, 0.0875, 0.0786, 0.0827, -0.0518, -0.2349, 0.1413, 0.0867, 0.0854, 0.0860, -0.0715, -0.2633, 0.0705, 0.0486, 0.0429, 0.0900, -0.0530, -0.2451, 0.1310, 0.0867, 0.0879, 0.0887, -0.0711, -0.2134, 0.1137, 0.0804, 0.0387, 0.0791, -0.0747, -0.2885, 0.1233, 0.0836, 0.0845, 0.0443, -0.1151, -0.2793, 0.1285, 0.0824, 0.0488, 0.0439, -0.0551, -0.2518, 0.1363, 0.0842, 0.0868, 0.0877, -0.0754, -0.2867, 0.1242, 0.0806, 0.0821, 0.0336, -0.0539, -0.2421, 0.1536, 0.0854, 0.0855, 0.0851],
  "charge": 1,
  "gap_ev": 7.02,
  "homo_energy_ev": -10.15
}